Density functional theory data (the ωB97M-V functional and the def2-TZVPD basis) for 2 unconnected molecules or ions with the total composition C9H14 at a distorted geometry.

Cartesian coordinates (Å):
H: 2.904 -1.704 0.187
C: -0.553 1.875 2.190
H: -0.625 -0.926 2.359
H: -0.882 2.546 1.385
H: 1.729 2.345 0.933
C: 1.056 -1.426 1.285
H: 3.444 0.649 -0.017
H: -1.349 -0.392 -4.130
C: 1.551 1.268 0.956
H: -0.428 2.571 3.032
H: -1.692 -2.353 -2.621
C: 0.540 0.908 1.832
H: -1.391 1.152 2.333
C: -1.582 -1.286 -2.208
C: 2.203 -1.014 0.624
H: 0.713 -2.362 1.654
H: -2.462 -1.310 -1.566
C: 0.240 -0.462 1.853
C: -1.647 -0.067 -3.111
C: 2.552 0.327 0.494
H: -2.645 0.330 -3.210
H: -0.698 -1.368 -1.533
H: -0.978 0.697 -2.722

Cartesian forces (eV/Å) of the 6 atoms listed first:
H 0.04 -0.52 0.09
C -1.30 -0.36 0.34
H 0.24 0.98 0.01
H 0.44 -0.40 -0.23
H 0.18 -0.20 -0.57
C -0.29 1.71 0.90

Summary:
Calculated total energy in Eh: -351.2775
SMILES: Cc1ccccc1.CC

Atom charges from the natural (NBO) analysis, given in e for atoms 1 to 4: H 0.210; C -0.636; H 0.202; H 0.220


Density functional theory data (the ωB97M-V functional and the def2-TZVPD basis) for a single C9H14 molecule at a distorted geometry.

Cartesian coordinates (Å):
C: 0.919 0.075 1.009
H: -0.606 -1.410 1.304
H: 1.227 -2.102 1.582
C: -2.380 -0.653 -0.360
H: 2.783 -0.047 -0.431
H: -0.229 -2.114 -0.834
H: 1.801 1.551 -0.223
C: 1.866 0.435 -0.246
C: -0.283 2.145 -0.075
H: -3.319 -1.034 0.154
C: 0.648 -1.457 -0.707
H: -1.098 2.351 -0.691
H: -2.203 -1.112 -1.351
C: -1.578 0.169 0.427
H: -0.619 2.794 0.799
H: 1.344 -2.153 -1.111
H: 0.614 2.660 -0.337
H: 1.215 0.318 2.054
H: 0.289 0.281 -2.033
H: -1.886 0.283 1.404
C: 0.627 0.008 -1.055
C: -0.239 0.637 0.086
C: 0.533 -1.403 0.873

Cartesian forces (eV/Å) of the 6 atoms listed first:
C 0.82 -0.38 -0.38
H 3.01 -0.96 -1.16
H -1.61 1.39 -2.08
C -0.11 0.86 2.36
H 1.17 -0.36 -0.07
H -0.51 0.90 -1.14

Summary:
Calculated total energy in Eh: -351.1762
SMILES: C=C[C@]1(C)[C@@H]2CC[C@H]1C2

Atom charges from the natural (NBO) analysis, given in e for atoms 1 to 4: C -0.213; H 0.219; H 0.211; C -0.406


Density functional theory data (the ωB97M-V functional and the def2-TZVPD basis) for 2 unconnected molecules or ions with the total composition C9H14 at a distorted geometry.

Cartesian coordinates (Å):
C: 2.945 -0.080 1.350
C: 0.713 1.299 0.485
H: -2.319 -2.801 -2.440
H: 3.809 -0.650 1.669
C: 1.406 0.480 -0.415
H: 0.999 0.321 -1.406
C: 2.539 -0.191 0.027
H: 2.568 0.705 3.275
C: -0.480 2.096 -0.037
H: -2.334 -1.019 0.079
H: -3.828 -1.394 -0.790
H: 0.732 2.206 2.440
H: -1.184 1.445 -0.557
H: -2.306 -1.078 -2.630
H: 3.083 -0.823 -0.661
C: 1.146 1.446 1.788
C: -2.058 -1.875 -1.921
H: -2.817 -2.687 -0.078
C: -2.808 -1.732 -0.598
C: 2.247 0.709 2.239
H: -0.967 -1.824 -1.834
H: -0.111 2.826 -0.757
H: -0.976 2.620 0.773

Cartesian forces (eV/Å) of the 6 atoms listed first:
C 0.23 -0.42 -0.18
C -0.69 0.57 -0.77
H 0.07 -0.01 0.16
H -0.02 0.06 0.12
C -0.02 -0.27 0.91
H 0.18 0.13 -0.11

Summary:
Calculated total energy in Eh: -351.3225
SMILES: Cc1ccccc1.CC

Atom charges from the natural (NBO) analysis, given in e for atoms 1 to 4: C -0.229; C 0.003; H 0.204; H 0.211


Density functional theory data (the ωB97M-V functional and the def2-TZVPD basis) for 2 unconnected molecules or ions with the total composition C9H14 at a distorted geometry.

Cartesian coordinates (Å):
C: 0.133 -2.055 -1.899
C: 1.623 1.091 0.257
H: 1.236 -1.900 -1.884
H: -0.659 -0.223 -2.635
C: 1.942 0.657 1.553
C: -0.659 -1.307 -2.968
H: 0.011 -3.160 -2.109
C: -0.523 0.197 1.851
H: -2.984 -0.051 0.451
C: -2.237 0.608 -0.058
C: 0.284 1.047 -0.159
H: -2.689 1.638 -0.043
C: 0.860 0.189 2.357
H: -0.035 -1.340 -3.872
H: -2.091 0.205 -1.042
H: 0.826 -0.224 3.309
H: 2.535 1.307 -0.432
H: -0.194 -1.989 -0.916
H: 2.907 0.389 1.959
H: -1.314 -0.045 2.530
C: -0.785 0.566 0.536
H: -1.620 -1.885 -2.932
H: 0.243 1.330 -1.198

Cartesian forces (eV/Å) of the 6 atoms listed first:
C 1.68 -2.42 -1.67
C 1.66 -0.56 0.49
H -0.73 0.25 -0.15
H -0.79 -1.19 -0.69
C -2.11 -1.69 1.11
C 0.88 0.53 1.67

Summary:
Calculated total energy in Eh: -351.2734
SMILES: Cc1ccccc1.CC

Atom charges from the natural (NBO) analysis, given in e for atoms 1 to 4: C -0.601; C -0.199; H 0.201; H 0.198


Density functional theory data (the ωB97M-V functional and the def2-TZVPD basis) for 2 unconnected molecules or ions with the total composition C9H14 at a distorted geometry.

Cartesian coordinates (Å):
C: 0.233 2.004 -2.197
H: -0.678 -0.767 3.238
C: -1.296 0.459 -1.018
C: -1.657 -0.797 -0.526
H: -0.327 -0.656 1.589
H: 1.530 0.422 3.870
C: -0.786 -1.861 -0.678
H: -1.109 -2.789 -0.221
H: 1.719 -0.184 -2.336
C: 0.336 -1.703 -1.486
H: -2.617 -0.920 -0.040
C: 1.297 0.082 2.860
H: -0.691 0.845 2.439
H: -2.048 1.238 -1.033
C: 0.815 -0.427 -1.794
C: -0.070 0.653 -1.644
H: 0.959 -2.581 -1.622
H: 0.128 2.856 -1.492
H: 1.802 0.711 2.128
H: 1.301 2.164 -2.328
H: 1.749 -0.915 2.803
H: -0.407 2.274 -3.035
C: -0.182 -0.107 2.522

Cartesian forces (eV/Å) of the 6 atoms listed first:
C 0.70 1.52 1.06
H -0.03 0.40 0.34
C -0.51 -0.80 -0.36
C 0.26 0.83 -0.13
H 0.38 0.40 -0.08
H -0.36 0.31 -0.06

Summary:
Calculated total energy in Eh: -351.3057
SMILES: Cc1ccccc1.CC

Atom charges from the natural (NBO) analysis, given in e for atoms 1 to 4: C -0.645; H 0.198; C -0.208; C -0.202


Density functional theory data (the ωB97M-V functional and the def2-TZVPD basis) for 2 unconnected molecules or ions with the total composition C9H14 at a distorted geometry.

Cartesian coordinates (Å):
C: 1.051 -1.805 -0.600
H: 0.643 3.784 2.455
H: 1.249 -2.314 1.436
H: -2.779 -1.861 -2.773
C: 1.700 2.073 1.673
H: 2.128 -1.842 -0.721
C: -2.124 -1.026 -2.520
H: 0.543 -1.418 -2.656
C: -1.157 -1.242 -1.395
H: -1.687 -0.755 -3.482
C: 0.562 -1.979 0.689
H: 1.092 1.225 1.370
H: -2.730 -0.180 -2.216
C: 0.209 -1.418 -1.630
C: -0.772 -1.743 0.951
H: -1.255 -1.776 1.921
H: 1.812 4.172 1.312
H: -2.670 -1.162 0.082
C: -1.633 -1.432 -0.102
H: 2.682 2.023 1.206
C: 1.031 3.449 1.496
H: 1.877 1.843 2.727
H: 0.228 3.383 0.775

Cartesian forces (eV/Å) of the 6 atoms listed first:
C 0.21 0.60 0.37
H -0.49 -0.11 0.02
H 0.20 0.05 0.57
H 0.02 -0.18 0.53
C 0.10 -0.25 0.75
H -0.09 -0.36 -0.35

Summary:
Calculated total energy in Eh: -351.3109
SMILES: Cc1ccccc1.CC

Atom charges from the natural (NBO) analysis, given in e for atoms 1 to 4: C -0.204; H 0.202; H 0.213; H 0.223


Density functional theory data (the ωB97M-V functional and the def2-TZVPD basis) for 2 unconnected molecules or ions with the total composition C9H14 at a distorted geometry.

Cartesian coordinates (Å):
H: 2.366 -2.140 2.003
H: 2.685 -1.929 0.361
H: -2.553 2.382 1.169
H: 3.944 0.245 0.829
C: -2.331 1.914 0.218
H: -0.219 -1.380 0.356
C: -3.230 1.957 -0.863
H: 4.003 -0.272 2.522
C: -2.008 0.237 -1.956
H: -1.911 -0.581 -2.656
C: -1.085 0.264 -0.898
H: 2.523 0.263 1.786
C: -3.012 1.179 -1.987
C: -0.321 -1.037 -0.711
C: 3.170 -1.781 1.353
H: 4.071 -2.406 1.314
H: -4.071 2.628 -0.737
C: -1.150 1.199 0.167
H: 0.740 -1.051 -0.939
H: -0.391 1.135 0.937
C: 3.430 -0.308 1.608
H: -0.929 -1.850 -1.087
H: -3.722 1.331 -2.790

Cartesian forces (eV/Å) of the 6 atoms listed first:
H 0.65 -0.27 0.45
H 0.44 0.19 0.29
H -0.17 0.54 -0.23
H 0.36 -0.29 -0.22
C 0.24 0.45 0.33
H -0.54 0.90 -0.43

Summary:
Calculated total energy in Eh: -351.2907
SMILES: Cc1ccccc1.CC

Atom charges from the natural (NBO) analysis, given in e for atoms 1 to 4: H 0.208; H 0.195; H 0.209; H 0.206


Density functional theory data (the ωB97M-V functional and the def2-TZVPD basis) for 2 unconnected molecules or ions with the total composition C9H14 at a distorted geometry.

Cartesian coordinates (Å):
H: -1.275 2.349 -0.373
H: 0.532 1.308 -3.278
H: 0.494 -2.328 -0.589
H: 0.753 0.431 2.797
H: -0.992 -3.545 -0.672
H: -0.816 -1.016 0.955
H: -1.078 1.788 -2.443
C: -1.010 -2.035 0.936
H: -2.000 -2.321 1.392
C: -0.401 1.485 1.282
H: -0.604 0.185 -2.766
C: 0.510 0.541 1.740
C: 1.162 0.114 -0.502
C: 1.396 -0.035 0.820
C: 0.216 0.949 -1.005
H: -1.179 -2.090 -1.223
H: -1.051 2.054 2.039
C: -0.120 0.985 -2.458
H: 1.881 -0.501 -1.056
C: -0.576 1.672 -0.018
H: -0.167 -2.219 1.731
C: -0.647 -2.606 -0.408
H: 2.317 -0.518 1.162

Cartesian forces (eV/Å) of the 6 atoms listed first:
H -1.29 1.23 -0.66
H 0.45 0.05 0.81
H -2.39 -1.37 0.11
H -0.42 0.00 -0.15
H 0.27 -2.62 0.33
H -0.93 1.94 -0.52

Summary:
Calculated total energy in Eh: -351.2412
SMILES: Cc1ccccc1.CC

Atom charges from the natural (NBO) analysis, given in e for atoms 1 to 4: H 0.206; H 0.229; H 0.206; H 0.217


Density functional theory data (the ωB97M-V functional and the def2-TZVPD basis) for 2 unconnected molecules or ions with the total composition C9H14 at a distorted geometry.

Cartesian coordinates (Å):
H: 0.763 2.638 -2.506
H: -0.951 -2.232 -0.054
H: -0.326 1.305 -2.173
H: -1.306 1.925 2.504
H: 0.804 0.714 2.534
H: 1.342 -2.654 1.040
H: 1.178 -0.442 -2.379
H: 1.004 1.562 -1.123
H: 1.183 -2.128 2.680
C: 0.072 -0.918 1.314
C: 0.725 1.608 -2.181
C: -0.983 -1.324 0.539
C: -2.294 0.609 1.134
C: -2.147 -0.558 0.423
H: 2.182 -1.179 1.518
C: -0.065 0.297 2.027
C: 1.399 0.472 -2.950
H: 0.996 0.355 -3.947
H: -3.210 1.171 1.152
H: 2.486 0.491 -2.909
H: -2.866 -0.956 -0.272
C: 1.263 -1.753 1.666
C: -1.251 0.998 1.962

Cartesian forces (eV/Å) of the 6 atoms listed first:
H 0.42 0.05 -0.47
H 0.24 -0.10 0.20
H -0.19 0.44 0.08
H -0.21 0.22 0.17
H -0.30 -0.22 0.25
H -0.05 0.28 -0.02

Summary:
Calculated total energy in Eh: -351.3144
SMILES: Cc1ccccc1.CC

Atom charges from the natural (NBO) analysis, given in e for atoms 1 to 4: H 0.205; H 0.208; H 0.202; H 0.209


Density functional theory data (the ωB97M-V functional and the def2-TZVPD basis) for 2 unconnected molecules or ions with the total composition C9H14 at a distorted geometry.

Cartesian coordinates (Å):
H: 0.551 4.134 -0.606
C: -0.413 -1.379 1.099
C: -0.194 -2.154 -0.061
H: 0.036 -4.207 -0.202
H: 1.447 -3.390 -0.825
H: -0.444 -2.315 -2.211
H: 0.974 1.674 1.174
H: -1.349 0.407 1.894
H: 0.005 2.497 -0.933
H: 0.156 -1.772 1.930
C: 0.819 3.082 -0.513
H: 1.752 2.913 -1.043
C: -1.137 -0.216 1.036
H: -2.172 1.109 -0.312
H: 0.358 3.192 1.634
C: -0.625 -1.742 -1.314
H: 2.137 2.960 1.176
C: -1.429 -0.601 -1.330
C: 0.722 -3.375 -0.013
H: 1.315 -3.479 0.888
C: -1.707 0.138 -0.200
H: -1.894 -0.219 -2.234
C: 1.093 2.743 0.966

Cartesian forces (eV/Å) of the 6 atoms listed first:
H 0.08 0.07 -0.11
C 0.78 -1.17 -1.02
C 1.70 0.13 -0.13
H 0.49 -0.43 0.42
H -0.10 0.24 -0.22
H 0.16 -0.02 -0.05

Summary:
Calculated total energy in Eh: -351.3106
SMILES: Cc1ccccc1.CC

Atom charges from the natural (NBO) analysis, given in e for atoms 1 to 4: H 0.200; C -0.237; C 0.007; H 0.220


Density functional theory data (the ωB97M-V functional and the def2-TZVPD basis) for 2 unconnected molecules or ions with the total composition C9H14 at a distorted geometry.

Cartesian coordinates (Å):
H: 2.941 0.409 -0.888
C: -0.973 -0.477 0.061
C: -0.943 1.918 -0.141
C: -2.831 0.828 0.903
H: 3.063 -0.352 0.729
H: -1.028 -2.651 0.276
H: 5.259 -0.690 -0.414
H: 0.646 0.592 -0.774
H: -0.166 -2.010 -1.184
H: 4.575 -0.991 -1.852
C: 3.115 -0.518 -0.347
H: -0.518 2.828 -0.542
C: -0.399 -1.871 -0.130
C: -0.273 0.705 -0.219
H: 4.494 -2.277 -0.769
C: -2.277 -0.408 0.545
H: 2.215 -1.065 -0.600
C: 4.378 -1.196 -0.812
H: -2.790 -1.290 0.909
H: -2.652 2.930 0.538
H: -3.782 0.897 1.406
H: 0.578 -1.877 0.356
C: -2.142 1.977 0.569

Cartesian forces (eV/Å) of the 6 atoms listed first:
H 0.42 0.38 0.26
C -0.71 -0.69 0.39
C 0.29 -0.36 1.07
C 0.54 -0.37 -0.35
H 0.15 0.14 -0.03
H -0.11 -0.08 -0.10

Summary:
Calculated total energy in Eh: -351.3036
SMILES: Cc1ccccc1.CC

Atom charges from the natural (NBO) analysis, given in e for atoms 1 to 4: H 0.205; C -0.003; C -0.188; C -0.196


Density functional theory data (the ωB97M-V functional and the def2-TZVPD basis) for 2 unconnected molecules or ions with the total composition C9H14 at a distorted geometry.

Cartesian coordinates (Å):
H: -0.571 3.871 0.978
H: 1.886 -3.455 -0.605
H: -2.712 -0.460 -0.811
C: 0.602 0.136 -0.216
C: 0.607 1.511 -0.073
C: -0.572 -0.556 -0.552
H: 1.407 -0.535 0.069
C: -0.608 3.680 -0.098
H: 1.498 -3.465 2.414
C: 1.243 -3.733 0.238
C: -1.799 0.076 -0.590
H: 1.447 1.952 0.443
C: -0.586 2.167 -0.311
H: 2.464 -2.370 1.419
H: -0.479 -1.629 -0.571
H: 0.889 -4.760 0.243
H: 0.170 4.136 -0.702
C: 2.053 -3.379 1.473
H: 0.381 -3.075 0.205
H: 2.925 -4.036 1.590
H: -1.567 4.085 -0.428
C: -1.787 1.472 -0.468
H: -2.733 1.982 -0.356

Cartesian forces (eV/Å) of the 6 atoms listed first:
H 0.53 0.31 -0.19
H -0.40 -0.62 -0.28
H -0.03 -0.03 0.29
C -0.66 -0.94 0.12
C -0.08 -1.51 0.21
C 0.42 -0.08 0.57

Summary:
Calculated total energy in Eh: -351.3064
SMILES: Cc1ccccc1.CC

Atom charges from the natural (NBO) analysis, given in e for atoms 1 to 4: H 0.220; H 0.205; H 0.215; C -0.201


> What is the formula in the twelfth record?

C9H14